Entry from the OMol25 dataset: a 4-piece molecular cluster, C4H14O3 overall (ωB97M-V/def2-TZVPD).

Atoms and positions in Å:
C (1.248, -0.447, -2.716)
C (0.027, 0.317, -2.243)
C (0.125, 1.363, -1.423)
C (-0.702, 2.631, -1.413)
H (1.181, -0.617, -3.788)
H (2.120, 0.149, -2.467)
H (1.330, -1.422, -2.247)
H (-0.909, -0.034, -2.657)
H (0.855, 1.294, -0.626)
H (-0.189, 3.437, -0.899)
H (-1.077, 2.826, -2.410)
H (-1.560, 2.417, -0.768)
H (1.557, -0.183, 1.478)
H (0.448, -1.077, 1.882)
O (0.939, -0.814, 1.092)
H (0.707, 1.403, 5.179)
H (-0.034, 1.228, 3.806)
O (0.591, 0.834, 4.417)
H (-1.393, -3.678, 0.079)
H (-2.437, -2.588, 0.279)
O (-2.059, -3.364, 0.707)

E_tot, eV: -10515.9084
LUMO, Eh: 0.01760
ΔE to the lowest compared entry with this formula, charge and spin, kJ/mol: 194.99

Entry from the OMol25 dataset: the molecule C5H13NS (ωB97M-V/def2-TZVPD).

Atoms and positions in Å:
C (-1.350, 1.187, -0.557)
N (-0.974, -0.057, 0.033)
C (0.418, -0.548, -0.217)
C (0.957, -0.841, 1.203)
S (2.784, -1.228, 1.128)
C (0.519, -1.653, -1.235)
C (-0.900, 2.432, 0.254)
H (-2.455, 1.205, -0.406)
H (-1.188, 1.357, -1.648)
H (-1.633, -0.810, -0.093)
H (0.971, 0.337, -0.549)
H (0.314, -1.675, 1.507)
H (0.765, 0.052, 1.810)
H (2.498, -2.268, 1.920)
H (0.443, -1.199, -2.235)
H (-0.252, -2.402, -1.022)
H (1.542, -2.039, -1.228)
H (0.158, 2.439, 0.546)
H (-1.503, 2.406, 1.158)
H (-1.114, 3.305, -0.368)

E_tot, eV: -17720.4346
LUMO, Eh: 0.03559
ΔE to the lowest compared entry with this formula, charge and spin, kJ/mol: 78.75

Entry from the OMol25 dataset: C40H49AuI2N4O6SSi as an isolated structure (ωB97M-V/def2-TZVPD).

Atoms and positions in Å:
Au (0.739, -0.241, 1.369)
I (7.577, 0.237, 5.477)
C (6.059, -0.371, 4.210)
C (6.338, -0.554, 2.851)
C (5.327, -0.937, 2.010)
I (5.671, -1.184, -0.009)
C (3.962, -1.141, 2.492)
O (3.050, -1.435, 1.707)
C (3.731, -0.937, 3.921)
C (2.358, -1.165, 4.485)
N (1.381, -0.212, 3.973)
C (1.686, 1.194, 4.144)
C (2.581, 1.706, 3.034)
C (3.701, 2.478, 3.304)
C (4.493, 2.920, 2.257)
C (4.136, 2.590, 0.961)
C (2.997, 1.828, 0.765)
N (2.245, 1.395, 1.778)
C (4.770, -0.572, 4.730)
H (7.337, -0.390, 2.473)
H (2.432, -1.135, 5.581)
H (2.003, -2.150, 4.184)
H (0.456, -0.455, 4.297)
H (2.163, 1.419, 5.108)
H (0.748, 1.753, 4.098)
H (3.954, 2.708, 4.331)
H (5.379, 3.509, 2.453)
H (4.720, 2.913, 0.110)
H (2.642, 1.564, -0.221)
H (4.596, -0.429, 5.789)
C (1.475, 4.473, -1.788)
C (0.117, 4.505, -1.096)
C (0.294, 4.577, 0.417)
C (-0.694, 5.699, -1.583)
O (-0.631, 3.355, -1.484)
Si (-0.602, 1.737, -1.195)
S (-1.002, 1.358, 0.853)
O (0.844, 1.083, -1.584)
C (1.449, 0.373, -2.684)
C (2.051, -0.896, -2.093)
C (2.536, 1.276, -3.257)
C (0.448, 0.011, -3.772)
O (-1.737, 1.130, -2.180)
C (-3.092, 1.479, -2.470)
C (-3.765, 0.183, -2.903)
C (-3.783, 2.054, -1.239)
C (-3.086, 2.497, -3.605)
H (2.059, 5.358, -1.527)
H (1.346, 4.447, -2.871)
H (2.031, 3.585, -1.489)
H (0.790, 5.513, 0.682)
H (0.893, 3.744, 0.784)
H (-0.674, 4.534, 0.918)
H (-0.180, 6.636, -1.358)
H (-1.671, 5.710, -1.096)
H (-0.846, 5.632, -2.661)
H (2.762, -0.660, -1.298)
H (2.576, -1.464, -2.864)
H (1.257, -1.517, -1.676)
H (3.264, 1.547, -2.489)
H (2.099, 2.191, -3.657)
H (3.067, 0.762, -4.061)
H (-0.350, -0.607, -3.368)
H (0.971, -0.543, -4.555)
H (0.009, 0.906, -4.214)
H (-3.711, -0.550, -2.097)
H (-3.251, -0.228, -3.774)
H (-4.812, 0.358, -3.160)
H (-3.760, 1.334, -0.420)
H (-4.822, 2.292, -1.472)
H (-3.285, 2.969, -0.910)
H (-2.567, 2.084, -4.472)
H (-2.572, 3.405, -3.290)
H (-4.107, 2.750, -3.899)
O (-0.407, -2.551, 3.344)
C (-0.770, -2.712, 2.192)
N (-1.679, -3.664, 1.782)
C (-2.150, -3.369, 0.433)
C (-1.135, -2.276, 0.018)
O (-1.081, -1.786, -1.085)
N (-0.358, -1.976, 1.095)
C (-3.560, -2.787, 0.492)
C (-4.655, -3.646, 0.516)
C (-5.939, -3.147, 0.670)
C (-6.142, -1.780, 0.798)
C (-5.055, -0.919, 0.772)
C (-3.768, -1.417, 0.619)
C (-2.040, -4.548, -0.517)
C (-1.473, -5.751, -0.124)
C (-1.365, -6.804, -1.025)
C (-1.816, -6.657, -2.326)
C (-2.376, -5.449, -2.726)
C (-2.490, -4.402, -1.828)
H (-2.333, -3.985, 2.479)
H (-4.502, -4.713, 0.400)
H (-6.782, -3.826, 0.684)
H (-7.145, -1.387, 0.912)
H (-5.205, 0.149, 0.865)
H (-2.932, -0.725, 0.590)
H (-1.108, -5.861, 0.889)
H (-0.924, -7.740, -0.705)
H (-1.732, -7.477, -3.028)
H (-2.726, -5.324, -3.743)
H (-2.921, -3.459, -2.141)

E_tot, eV: -99133.6239
LUMO (spin up / spin down), Eh: -0.00635 / -0.10669
⟨S²⟩: 2.0480
Spin multiplicity: 3
ΔE to the lowest compared entry with this formula, charge and spin, kJ/mol: 0.00

Entry from the OMol25 dataset: the molecule C6H6O3S (ωB97M-V/def2-TZVPD).

Atoms and positions in Å:
C (-1.282, -1.808, 0.676)
C (-0.302, -1.719, -0.118)
C (-0.264, 1.011, 0.255)
C (0.825, 0.307, -0.214)
C (0.597, -0.994, -0.807)
C (2.315, 0.781, -0.090)
O (-2.759, 1.400, 0.860)
O (-2.329, -0.967, 0.455)
O (-2.262, 0.707, -1.444)
S (-2.001, 0.618, -0.030)
H (-1.502, -2.651, 1.486)
H (-0.058, 1.848, 0.835)
H (0.925, -1.320, -1.770)
H (2.174, 1.926, 0.064)
H (2.918, 0.374, -0.940)
H (3.006, 0.487, 0.781)

E_tot, eV: -23292.0693
LUMO, Eh: -0.01921
ΔE to the lowest compared entry with this formula, charge and spin, kJ/mol: 411.88

Entry from the OMol25 dataset: C25H34As2MnN4O9S as an isolated structure (ωB97M-V/def2-TZVPD).

Atoms and positions in Å:
Mn (0.365, 1.633, -0.640)
C (0.848, 2.955, 3.379)
C (0.967, 2.456, 1.974)
N (0.030, 2.447, 1.053)
N (-1.242, 2.880, 1.362)
C (-2.213, 2.781, 0.430)
N (-3.427, 3.224, 0.801)
S (-1.926, 2.179, -1.111)
C (2.197, 1.878, 1.486)
C (3.393, 1.854, 2.216)
C (4.529, 1.346, 1.634)
C (4.459, 0.865, 0.321)
C (3.250, 0.891, -0.330)
N (2.120, 1.367, 0.227)
H (-0.168, 3.207, 3.675)
H (1.457, 3.848, 3.530)
H (1.194, 2.197, 4.083)
H (-1.426, 3.279, 2.268)
H (-3.666, 3.370, 1.767)
H (-4.187, 3.075, 0.159)
H (3.421, 2.250, 3.221)
H (5.464, 1.331, 2.177)
H (5.331, 0.478, -0.185)
H (3.150, 0.525, -1.345)
C (-5.341, -1.273, 1.155)
O (-4.178, -1.817, 0.503)
C (-3.023, -1.235, 0.785)
O (-2.909, -0.237, 1.471)
C (-1.825, -1.871, 0.170)
C (-1.825, -3.064, -0.429)
As (-0.334, -3.945, -1.511)
C (-0.464, -5.750, -0.786)
C (0.848, -2.998, -0.273)
C (0.876, -1.673, -0.548)
As (-0.359, -0.572, 0.508)
C (0.062, -0.859, 2.385)
C (1.040, -1.226, -1.970)
O (1.578, -1.847, -2.841)
O (0.588, 0.060, -2.180)
C (0.533, 0.433, -3.576)
C (0.926, -3.499, 1.154)
O (0.025, -4.083, 1.689)
O (2.086, -3.329, 1.803)
C (3.246, -2.744, 1.197)
C (-3.028, -3.980, -0.392)
O (-3.200, -4.717, 0.532)
O (-3.798, -4.050, -1.490)
C (-3.702, -3.037, -2.498)
H (-6.163, -1.912, 0.852)
H (-5.502, -0.248, 0.826)
H (-5.205, -1.300, 2.233)
H (-1.164, -6.296, -1.417)
H (-0.786, -5.763, 0.250)
H (0.521, -6.209, -0.886)
H (-0.173, -1.866, 2.716)
H (-0.552, -0.147, 2.936)
H (1.117, -0.641, 2.546)
H (-0.169, 1.257, -3.630)
H (0.189, -0.413, -4.166)
H (1.521, 0.738, -3.915)
H (4.056, -2.958, 1.888)
H (3.124, -1.668, 1.086)
H (3.456, -3.196, 0.229)
H (-4.543, -3.213, -3.163)
H (-2.773, -3.128, -3.062)
H (-3.786, -2.044, -2.059)
C (2.454, 5.122, -1.347)
O (1.917, 3.888, -0.844)
C (1.001, 3.173, -1.493)
C (0.556, 3.772, -2.798)
H (2.836, 5.000, -2.359)
H (3.271, 5.373, -0.677)
H (1.703, 5.911, -1.319)
H (0.387, 4.849, -2.741)
H (-0.364, 3.309, -3.139)
H (1.329, 3.609, -3.558)

E_tot, eV: -214686.8592
LUMO (spin up / spin down), Eh: -0.12958 / -0.12958
Charge: +1
ΔE to the lowest compared entry with this formula, charge and spin, kJ/mol: 21.85

Entry from the OMol25 dataset: the molecule C3H7NO2 (ωB97M-V/def2-TZVPD).

Atoms and positions in Å:
O (-1.085, 1.896, 0.081)
C (-0.870, 0.718, -0.028)
N (0.395, 0.247, -0.274)
C (1.017, -1.068, -0.235)
O (2.301, -1.039, 0.275)
C (-1.931, -0.387, 0.141)
H (1.019, 0.866, -0.792)
H (0.362, -1.744, 0.326)
H (1.047, -1.455, -1.257)
H (2.428, -0.395, 0.960)
H (-1.584, -1.148, 0.836)
H (-2.815, 0.220, 0.325)
H (-2.055, -0.980, -0.767)

E_tot, eV: -8809.3455
LUMO, Eh: 0.02759
ΔE to the lowest compared entry with this formula, charge and spin, kJ/mol: 114.18

Entry from the OMol25 dataset: C24H37Br4F12IN5O3P2 as an isolated structure (ωB97M-V/def2-TZVPD).

Atoms and positions in Å:
C (-3.486, 3.331, 1.727)
C (-2.571, 2.527, 0.820)
C (-1.183, 2.080, 1.368)
I (-0.766, 2.728, 3.387)
N (-1.070, 0.630, 1.247)
C (-1.971, -0.117, 2.104)
C (-1.238, -0.736, 3.275)
O (-0.050, -0.736, 3.441)
Br (-2.489, -1.531, 4.526)
C (-0.226, 0.032, 0.447)
N (-0.068, -1.304, 0.320)
C (-1.236, -2.199, 0.221)
C (-1.625, -3.015, 1.455)
C (-0.440, -3.553, 2.259)
C (-0.786, -4.340, 3.513)
F (-0.639, -3.597, 4.633)
F (0.114, -5.365, 3.609)
C (-2.163, -5.029, 3.552)
F (-2.292, -5.835, 2.477)
F (-3.172, -4.147, 3.594)
F (-2.230, -5.796, 4.663)
C (1.048, -1.498, -0.655)
P (1.821, -3.190, -0.296)
C (2.835, -3.066, 1.230)
O (2.991, -3.367, -1.438)
P (0.454, -1.619, -2.456)
C (0.130, -3.379, -2.866)
O (-1.090, -1.030, -2.299)
C (1.824, -0.191, -0.339)
N (2.213, -0.242, 1.084)
C (3.109, 0.104, -1.108)
F (3.887, -0.993, -0.992)
F (2.866, 0.259, -2.433)
C (3.974, 1.297, -0.590)
F (4.793, 0.812, 0.367)
F (3.254, 2.277, -0.028)
C (4.915, 1.900, -1.690)
F (4.284, 2.853, -2.382)
F (5.377, 0.938, -2.495)
F (5.962, 2.470, -1.058)
N (0.702, 0.757, -0.314)
C (0.267, 1.549, -1.468)
C (1.170, 2.714, -1.864)
C (1.106, 3.960, -0.990)
C (-0.119, 4.829, -1.249)
C (-0.378, 5.809, -0.100)
N (0.790, 6.537, 0.372)
H (-3.794, 2.786, 2.605)
H (-4.396, 3.527, 1.170)
H (-3.081, 4.297, 1.985)
H (-2.428, 3.075, -0.096)
H (-3.124, 1.637, 0.543)
H (-0.420, 2.577, 0.808)
H (-2.561, -0.847, 1.573)
H (-2.683, 0.567, 2.541)
H (-1.117, -2.891, -0.591)
H (-2.092, -1.600, -0.062)
H (-2.316, -2.512, 2.123)
H (-2.171, -3.870, 1.080)
H (0.099, -4.238, 1.627)
H (0.183, -2.727, 2.574)
H (2.827, -4.072, 1.632)
H (3.866, -2.819, 1.010)
H (2.394, -2.425, 1.977)
H (2.977, -4.292, -1.686)
H (-0.220, -4.020, -2.067)
H (1.011, -3.804, -3.322)
H (-0.644, -3.344, -3.624)
H (-1.460, -0.981, -3.189)
H (2.262, 0.700, 1.450)
H (3.126, -0.656, 1.215)
H (0.105, 0.973, -2.368)
H (-0.708, 1.961, -1.247)
H (2.200, 2.423, -1.974)
H (0.846, 3.003, -2.857)
H (1.242, 3.735, 0.063)
H (1.968, 4.564, -1.241)
H (0.090, 5.421, -2.134)
H (-0.994, 4.236, -1.487)
H (-0.746, 5.236, 0.750)
H (-1.139, 6.532, -0.361)
H (1.289, 6.030, 1.081)
H (1.405, 6.802, -0.379)
C (-4.126, -1.945, -5.251)
Br (-5.523, -0.877, -4.480)
Br (-2.546, -0.894, -5.604)
Br (-3.719, -3.480, -4.164)
H (-4.482, -2.309, -6.203)

E_tot, eV: -378533.3298
LUMO, Eh: -0.10367
Charge: +1

Entry from the OMol25 dataset: C3H5ClO as an isolated structure (ωB97M-V/def2-TZVPD).

Atoms and positions in Å:
C (0.609, 0.025, 0.061)
C (-0.013, -1.078, -0.776)
C (-0.206, -0.832, 1.151)
H (1.774, -0.016, 0.034)
H (-0.498, -0.814, -1.673)
H (0.823, -1.766, -0.987)
H (0.552, -1.371, 1.707)
H (-0.932, -0.368, 1.856)
O (-0.905, -1.565, 0.199)
Cl (0.187, 1.657, -0.303)

E_tot, eV: -17760.1847
LUMO, Eh: 0.03473
ΔE to the lowest compared entry with this formula, charge and spin, kJ/mol: 153.70

Entry from the OMol25 dataset: a 2-piece molecular cluster, C5H10N2O overall (ωB97M-V/def2-TZVPD).

Atoms and positions in Å:
C (-0.592, 1.454, 0.313)
C (-1.640, -0.740, 0.990)
C (1.770, -0.872, 0.432)
C (0.825, -0.483, -0.664)
C (-0.641, -0.631, -0.399)
O (-0.436, 2.104, -0.858)
N (-0.973, -1.746, 0.405)
N (1.282, -0.066, -1.785)
H (0.440, 1.899, -1.232)
H (0.529, 0.070, -2.464)
H (-1.549, 1.707, 0.751)
H (0.256, 1.458, 0.993)
H (-1.387, -0.454, 2.016)
H (-2.607, -0.339, 0.650)
H (-1.274, -0.388, -1.265)
H (1.418, -0.541, 1.410)
H (2.761, -0.471, 0.226)
H (1.819, -1.962, 0.481)

E_tot, eV: -10369.3619
LUMO (spin up / spin down), Eh: 0.01233 / 0.01240
ΔE to the lowest compared entry with this formula, charge and spin, kJ/mol: 573.44

Entry from the OMol25 dataset: the molecule C19H18N6O2 (ωB97M-V/def2-TZVPD).

Atoms and positions in Å:
O (-0.165, -4.830, -0.970)
N (-0.173, 5.665, -2.743)
N (2.110, -1.264, 0.387)
N (1.015, 1.778, -1.213)
O (3.078, -3.482, -0.550)
C (0.645, -4.000, -0.590)
C (-1.384, 5.325, -3.050)
C (2.305, 0.034, 0.095)
C (-1.587, 3.911, -2.806)
C (-0.419, 3.397, -2.363)
C (-0.129, 2.009, -1.894)
C (1.182, 0.566, -0.649)
C (-1.101, 1.007, -2.039)
C (-2.202, -0.388, 4.025)
C (-0.849, -0.093, 3.800)
C (-2.753, -1.572, 3.541)
C (-0.930, -0.230, -1.392)
C (-0.040, -1.010, 3.104)
C (-1.959, -2.482, 2.805)
C (0.267, -0.451, -0.725)
C (-0.613, -2.198, 2.578)
N (1.941, -4.237, -1.022)
N (0.451, 4.495, -2.405)
N (0.833, -1.538, -0.081)
C (1.890, 4.440, -2.077)
C (0.235, -3.151, 1.774)
C (0.151, -2.823, 0.280)
H (2.847, -2.627, -0.152)
H (-2.166, 6.018, -3.390)
H (3.194, 0.622, 0.378)
H (-2.524, 3.415, -2.984)
H (-2.054, 1.220, -2.503)
H (-2.801, 0.279, 4.625)
H (-0.453, 0.831, 4.138)
H (-3.827, -1.752, 3.687)
H (-1.741, -0.981, -1.397)
H (1.029, -0.788, 2.922)
H (-2.472, -3.370, 2.471)
H (2.082, -5.016, -1.661)
H (2.389, 3.616, -2.648)
H (2.062, 4.292, -1.009)
H (2.402, 5.360, -2.369)
H (1.278, -3.107, 2.119)
H (-0.146, -4.186, 1.907)
H (-0.901, -2.703, 0.050)

E_tot, eV: -33027.8440
LUMO, Eh: -0.01590
ΔE to the lowest compared entry with this formula, charge and spin, kJ/mol: 241.48

Entry from the OMol25 dataset: the molecule C13H8BrNO2S (ωB97M-V/def2-TZVPD).

Atoms and positions in Å:
O (-0.919, -1.266, 2.398)
Br (-5.820, -0.344, -1.947)
O (-0.088, 0.780, -0.514)
S (-2.876, -0.638, -0.897)
C (-1.118, -0.776, 1.280)
C (-4.605, -0.592, -0.568)
C (-4.868, -0.718, 0.790)
C (-3.598, -0.870, 1.555)
C (-0.023, -0.235, 0.457)
C (-2.484, -0.790, 0.755)
C (1.258, -0.674, 0.599)
C (3.105, 2.042, -2.059)
C (3.993, 1.207, -1.328)
C (1.751, 1.932, -1.833)
C (3.448, 0.216, -0.443)
C (1.225, 0.994, -0.897)
C (2.082, 0.136, -0.229)
N (1.658, -1.601, 1.513)
H (-5.846, -0.658, 1.229)
H (-3.557, -0.886, 2.644)
H (3.531, 2.725, -2.773)
H (5.086, 1.262, -1.522)
H (1.063, 2.650, -2.321)
H (4.120, -0.471, 0.078)
H (0.923, -1.944, 2.097)
H (2.558, -1.482, 1.938)

E_tot, eV: -100072.7215
LUMO, Eh: -0.01526
ΔE to the lowest compared entry with this formula, charge and spin, kJ/mol: 16.07

Number 1: strongest force on any atom 0.046 hartree/bohr. Number 2: strongest force on any atom 0.044 hartree/bohr. Number 3: strongest force on any atom 0.008 hartree/bohr. Number 4: strongest force on any atom 0.094 hartree/bohr. Number 5: strongest force on any atom 0.015 hartree/bohr. Number 6: strongest force on any atom 0.038 hartree/bohr. Number 7: strongest force on any atom 0.036 hartree/bohr. Number 8: strongest force on any atom 0.054 hartree/bohr. Number 9: strongest force on any atom 0.023 hartree/bohr. Number 10: strongest force on any atom 0.069 hartree/bohr. Number 11: strongest force on any atom 0.050 hartree/bohr.